Entry 1:
C6H10O4 | ωB97M-V with the def2-TZVPD basis set

The geometry in ORCA input format:
```
! RIJCOSX wB97M-V def2-TZVPD def2/J DEFGRID3
* xyz 0 1
C -1.2451 -0.4171 -0.6830
C 0.1238 -1.2007 -1.3486
C 1.3079 -1.0925 -0.7692
C 1.4601 -0.5466 0.5737
C 0.6473 0.5663 0.8867
C -0.8760 0.1138 0.7574
H -2.4555 1.1447 -1.7199
H -2.0635 -1.1489 -0.8814
H -0.0886 -1.9466 -2.2177
H 1.9818 -1.8802 -0.9988
H 2.6403 -0.2642 0.5502
H 0.8788 -2.7864 1.3439
H 0.7503 1.0017 1.8942
H 0.2835 1.4192 -0.7830
H -1.2412 -0.4614 1.7173
H -0.7782 2.1751 0.3906
O -1.4826 0.5585 -1.6776
O 1.2543 -1.3562 1.7020
O 0.7446 1.6262 0.0169
O -1.5682 1.4475 0.4840
*
```

ΔE to the lowest compared entry with this formula, charge and spin = 8.011 eV
LUMO = -0.79 eV
E_HOMO = -9.734 eV

***

Entry 2:
C9H9ClN6O2S | ωB97M-V with the def2-TZVPD basis set

The geometry in ORCA input format:
```
! RIJCOSX wB97M-V def2-TZVPD def2/J DEFGRID3
* xyz 0 1
O 0.1942 -4.0259 -1.9508
Cl -4.3937 2.6467 3.2939
N 2.3234 -2.6391 -1.3278
N 0.5937 -1.8509 -3.2348
N 0.3440 0.0362 0.0014
N -0.7771 0.6605 0.0361
O 2.0782 -3.7658 -3.6459
C 1.9178 -1.5986 -0.7117
C 0.7598 -0.8139 -1.0214
C 0.2858 -0.9692 -2.2643
C -0.3522 2.7302 3.0630
C -1.6842 2.9131 3.4610
C -0.0484 1.9647 1.9379
C -2.4319 1.6993 1.5166
C -2.7395 2.4160 2.7134
C -1.0660 1.4572 1.1340
N 2.7887 -1.2178 0.2551
N -0.6729 -0.1645 -2.7912
S 1.2254 -3.1335 -2.4623
H 1.8370 -3.1253 -4.3535
H 0.4741 3.1504 3.6224
H -1.9007 3.4612 4.3604
H 1.0025 1.8879 1.6694
H -3.2123 1.3177 0.8677
H 2.3919 -0.5686 0.9754
H 3.3915 -1.9639 0.5486
H -1.3116 0.1361 -2.0698
H -1.0175 -0.6400 -3.6229
*
```

LUMO = -0.54 eV
E_HOMO = -8.491 eV

***

Entry 3:
C13H19ClHfSi | ωB97M-V with the def2-TZVPD basis set

The geometry in ORCA input format:
```
! RIJCOSX wB97M-V def2-TZVPD def2/J DEFGRID3
* xyz 0 1
C 0.7597 3.4679 0.4337
C -0.6298 3.3918 0.0081
C -0.7279 2.3978 -1.0109
H -1.4151 4.1025 0.2705
C 0.5744 1.8435 -1.2302
C 1.5095 2.5172 -0.3377
H 2.5879 2.4433 -0.3475
H 1.2001 4.1785 1.1279
H -1.6049 2.2032 -1.6160
H 0.8465 1.1382 -2.0130
Hf 0.0566 1.3396 1.0107
Cl -0.9130 1.7798 3.0647
C -3.0440 -2.4436 -0.0353
C -2.3340 -2.3576 -1.2788
C -2.5005 -1.0226 -1.7620
H -1.7444 -3.1462 -1.7520
C -3.3272 -0.3143 -0.8381
C -3.7018 -1.2156 0.2070
H -4.3241 -0.9938 1.0783
H -3.1873 -3.3539 0.5441
H -2.0787 -0.6252 -2.6801
H -3.5876 0.7363 -0.8662
C 2.9676 -0.0766 1.7308
Si 1.5951 -0.7785 0.6054
C 2.3435 -1.0668 -1.1184
C 0.9675 -2.4609 1.2332
H 3.3876 0.8653 1.3441
H 3.7785 -0.8155 1.8077
H 2.6043 0.1285 2.7504
H 3.2265 -1.7247 -1.0375
H 1.6095 -1.5618 -1.7745
H 2.6598 -0.1385 -1.6210
H 1.7815 -3.1547 1.5043
H 0.3302 -2.3343 2.1234
H 0.3338 -2.9481 0.4749
*
```

ΔE to the lowest compared entry with this formula, charge and spin = 0.099 eV
LUMO (alpha / beta) = -1.86 / -1.86 eV
E_HOMO (alpha / beta) = -6.151 / -6.151 eV

***

Entry 4:
C34H37GeMgN7O4S | ωB97M-V with the def2-TZVPD basis set

The geometry in ORCA input format:
```
! RIJCOSX wB97M-V def2-TZVPD def2/J DEFGRID3
* xyz -1 2
Mg -1.2098 -0.3885 -0.3049
O -6.8263 -4.4720 -0.0947
C -6.3613 -4.0905 -1.1793
O -6.7247 -4.3031 -2.3510
C -5.0494 -3.2671 -1.0641
C -4.3564 -2.8994 -2.2106
C -3.1912 -2.1705 -2.0935
N -2.6829 -1.8053 -0.9146
C -3.3431 -2.1702 0.2002
C -4.5237 -2.8866 0.1659
C -2.6572 -1.7826 1.5068
O -3.1767 -1.9920 2.5783
O -1.4615 -1.2686 1.3328
H -4.7604 -3.1968 -3.1689
H -2.6248 -1.8651 -2.9686
H -5.0280 -3.1665 1.0798
C -2.0247 3.1810 4.4872
C -1.5615 2.0006 5.0496
C -0.7599 1.1388 4.3118
C -0.3939 1.4626 3.0075
C -0.8668 2.6548 2.4537
C -1.6790 3.5103 3.1833
Ge 0.7296 0.2672 1.9502
C 1.3097 -1.2404 3.0742
C 0.3859 -2.1579 3.5856
C 0.7961 -3.1695 4.4438
C 2.1328 -3.2907 4.7986
C 3.0583 -2.3869 4.2998
C 2.6493 -1.3706 3.4453
C 2.3893 1.2702 1.5216
C 3.3824 0.6751 0.7391
C 4.5685 1.3357 0.4548
C 4.7754 2.6224 0.9359
C 3.7933 3.2362 1.6997
C 2.6091 2.5663 1.9878
H -2.6727 3.8359 5.0554
H -1.8398 1.7378 6.0626
H -0.4310 0.2078 4.7556
H -0.6129 2.9132 1.4305
H -2.0639 4.4145 2.7290
H -0.6599 -2.0794 3.3216
H 0.0634 -3.8651 4.8334
H 2.4519 -4.0830 5.4647
H 4.1020 -2.4671 4.5787
H 3.3855 -0.6649 3.0826
H 3.2314 -0.3275 0.3524
H 5.3308 0.8504 -0.1431
H 5.7003 3.1427 0.7187
H 3.9493 4.2401 2.0759
H 1.8604 3.0535 2.5997
N -4.1671 5.0135 1.4789
C -3.5571 4.3315 0.7699
N -2.8445 3.6683 -0.1049
C -2.5014 2.4630 -0.1991
N -2.0933 1.3859 -0.4290
C 3.5969 2.6996 -2.5431
S 2.0706 1.7558 -2.3608
C 1.0864 2.9462 -1.4322
H 3.4910 3.4989 -3.2760
H 4.3693 2.0074 -2.8759
H 3.8927 3.1112 -1.5785
H 1.6425 3.2810 -0.5568
H 0.1835 2.4307 -1.1052
H 0.8040 3.7976 -2.0502
C 1.0943 -2.2729 -1.4450
N 1.0607 -1.8409 -2.8333
C 2.3872 -1.7817 -3.4424
C 0.1625 -0.8438 -3.1488
N -0.4482 -0.2034 -2.2047
N -0.0124 -0.5885 -4.4791
C -0.7762 0.5798 -4.8698
C 0.0042 -1.6644 -5.4585
H 1.6960 -3.1787 -1.3816
H 0.0909 -2.5212 -1.0992
H 1.5337 -1.5084 -0.7914
H 3.0895 -1.2849 -2.7652
H 2.3561 -1.2165 -4.3691
H 2.7487 -2.7903 -3.6493
H -1.1878 0.3964 -2.5585
H -1.8572 0.4242 -4.7700
H -0.5563 0.8026 -5.9131
H -0.4755 1.4401 -4.2734
H 0.4193 -2.5668 -5.0227
H 0.5998 -1.3781 -6.3277
H -1.0140 -1.8830 -5.7950
*
```

ΔE to the lowest compared entry with this formula, charge and spin = 0.441 eV
<S²> = 0.75
LUMO (alpha / beta) = 1.58 / 0.40 eV
E_HOMO (alpha / beta) = -5.400 / -5.400 eV

***

Entry 5:
C3H10N2S | ωB97M-V with the def2-TZVPD basis set

The geometry in ORCA input format:
```
! RIJCOSX wB97M-V def2-TZVPD def2/J DEFGRID3
* xyz 0 1
H -3.1881 1.0954 2.4056
N -2.3834 0.6240 2.0225
C -2.9507 -0.4519 1.4791
N -2.4302 -1.1314 0.3812
H -3.9181 -0.9529 1.8361
H -1.6400 -0.7813 -0.2700
H -2.9960 -1.7905 -0.1907
C 1.4425 0.6346 -1.4804
C 2.7875 0.1977 -0.9105
S 2.8717 -0.5349 0.7124
H 1.2115 1.7319 -1.1794
H 0.6523 -0.1957 -1.3109
H 1.6744 0.7382 -2.4674
H 3.5189 0.9348 -0.8923
H 2.9451 -0.6506 -1.5459
H 2.4026 0.5324 1.4108
*
```

ΔE to the lowest compared entry with this formula, charge and spin = 1.703 eV
SMILES string = [H]/N=C/N.CCS
LUMO = 0.90 eV
E_HOMO = -8.877 eV

***

Entry 6:
C37H55Br2ClIN2O2 | ωB97M-V with the def2-TZVPD basis set

The geometry in ORCA input format:
```
! RIJCOSX wB97M-V def2-TZVPD def2/J DEFGRID3
* xyz 1 1
C 7.7358 0.0694 1.6388
O 7.8109 0.4724 0.2907
C 7.2542 1.7416 0.0034
C 6.2211 1.6335 -1.1061
C 5.0871 0.6511 -0.7637
C 3.6952 1.2778 -0.8350
C 3.3165 1.7959 -2.2333
C 1.9236 1.3408 -2.6968
C 0.8218 2.3024 -2.2643
C -0.5676 1.8410 -2.7177
C -1.2337 0.8622 -1.7214
C -1.6678 -0.4363 -2.4160
C -2.7945 -1.2978 -1.7695
C -4.1332 -0.9157 -2.4246
C -4.4686 0.5845 -2.4109
C -5.9736 0.7000 -2.5608
O -6.5328 0.6828 -3.6262
N -6.6683 0.7263 -1.3368
C -6.3851 1.8472 -0.4706
C -6.0450 3.0966 -0.9749
C -5.7714 4.1430 -0.1069
C -5.8468 3.9543 1.2653
C -6.2010 2.7079 1.7673
C -6.4595 1.6572 0.9020
C -2.9895 -1.0510 -0.2841
N -1.7608 -1.2617 0.5541
C -0.8219 -2.3995 0.1686
C 0.5965 -1.8364 0.2127
C 1.0470 -1.5133 1.6544
C 2.3011 -2.2638 2.0933
I 1.2341 0.6059 1.9111
C -1.1232 -3.0820 -1.1738
C -2.4683 -2.8186 -1.9161
Cl -2.0573 -3.2362 -3.6121
C -3.5788 -3.7459 -1.3926
Br -3.3451 -4.3699 0.4102
C -4.6992 -4.2196 -1.9600
C -5.6716 -5.1512 -1.2875
Br -5.2431 -3.8168 -3.7231
H 6.7774 0.3446 2.0919
H 8.5286 0.5284 2.2388
H 7.8512 -1.0113 1.6697
H 8.0592 2.4121 -0.3111
H 6.7967 2.1852 0.8946
H 5.8095 2.6362 -1.2510
H 6.7251 1.3439 -2.0274
H 5.1159 -0.1874 -1.4647
H 5.2594 0.2205 0.2244
H 2.9734 0.5294 -0.4981
H 3.6621 2.0872 -0.0987
H 4.0769 1.4749 -2.9472
H 3.3551 2.8870 -2.2324
H 1.7542 0.3420 -2.2776
H 1.9326 1.2389 -3.7836
H 1.0591 3.2905 -2.6598
H 0.8553 2.3868 -1.1725
H -0.4258 1.3142 -3.6640
H -1.2155 2.6956 -2.9041
H -2.0630 1.3749 -1.2332
H -0.4803 0.6648 -0.9530
H -0.7691 -1.0198 -2.6009
H -2.0364 -0.1561 -3.4022
H -4.9374 -1.4826 -1.9540
H -4.0774 -1.2266 -3.4652
H -4.1938 1.0867 -1.4875
H -4.0312 1.0781 -3.2758
H -7.6592 0.7147 -1.5680
H -5.9950 3.2676 -2.0432
H -5.5125 5.1143 -0.5038
H -5.6320 4.7795 1.9292
H -6.2776 2.5682 2.8368
H -6.7239 0.6826 1.2903
H -3.3185 -0.0321 -0.0944
H -3.7648 -1.6976 0.1200
H -1.2149 -0.3956 0.6079
H -2.0804 -1.4316 1.5067
H -0.8768 -3.1344 0.9675
H 0.6661 -0.9769 -0.4538
H 1.2662 -2.5928 -0.1993
H 0.2469 -1.7899 2.3413
H 3.2137 -1.7460 1.8086
H 2.2978 -2.3955 3.1742
H 2.2903 -3.2653 1.6601
H -0.3354 -2.7998 -1.8657
H -1.0115 -4.1548 -1.0317
H -6.2131 -4.6335 -0.4961
H -5.1464 -6.0099 -0.8717
H -6.3846 -5.5289 -2.0124
C 3.5999 0.2549 6.1960
C 4.7342 0.5990 6.9179
C 5.9056 0.9352 6.2530
C 5.9433 0.9336 4.8656
C 4.8084 0.5921 4.1438
C 3.6388 0.2510 4.8086
H 2.6871 -0.0082 6.7152
H 4.7059 0.6057 7.9995
H 6.7904 1.1992 6.8171
H 6.8566 1.1992 4.3486
H 4.8346 0.5939 3.0597
H 2.7621 -0.0139 4.2298
*
```

LUMO = -2.81 eV
E_HOMO = -11.168 eV

***

Entry 7:
C34H30F3N3O4PrS3 | ωB97M-V with the def2-TZVPD basis set

The geometry in ORCA input format:
```
! RIJCOSX wB97M-V def2-TZVPD def2/J DEFGRID3
* xyz -1 3
Pr -1.8734 -0.2578 -1.5919
O -6.2305 -0.6418 -0.3533
C -4.9813 -0.8633 -0.7536
O -4.3703 0.0554 -1.2599
C -4.4103 -2.1665 -0.5126
C -5.3178 -3.2489 -0.2713
C -4.7506 -4.5337 -0.2808
C -3.3997 -4.7147 -0.4138
C -2.5290 -3.5402 -0.6198
N -3.1070 -2.2760 -0.6141
C -1.2265 -3.5597 -0.6263
O -0.4981 -4.7017 -0.6887
O -0.4271 -2.3589 -0.9227
H -6.3499 0.3015 -0.5192
H -6.3584 -3.1534 -0.3500
H -5.3550 -5.4356 -0.2615
H -2.9377 -5.6767 -0.5098
H -0.3551 -4.9178 -1.6504
C 6.0232 -1.3716 -1.1994
C 5.4887 -2.1635 -2.2451
C 4.1276 -2.5166 -2.2331
C 3.2646 -2.1302 -1.2285
C 3.8401 -1.4199 -0.1121
C 5.1521 -1.0023 -0.1605
C 1.8744 -2.4098 -1.2998
C 0.8749 -2.4043 -0.3923
C 0.9500 -2.4141 1.1426
C 0.7276 -1.2266 1.9225
C 0.5696 -1.2996 3.3132
C 0.5301 -2.5201 3.8993
C 0.7269 -3.6820 3.1559
C 0.9682 -3.6147 1.8169
H 7.0626 -1.0017 -1.3016
H 6.0481 -2.5913 -3.1006
H 3.7004 -3.0135 -3.1354
H 3.1871 -1.1318 0.6692
H 5.5727 -0.4154 0.6718
H 1.5323 -2.5322 -2.3074
H 0.6169 -0.2615 1.5031
H 0.2807 -0.3067 3.7242
H 0.3064 -2.6193 4.9361
H 0.5855 -4.6177 3.6812
H 0.9755 -4.5316 1.2602
F -3.2513 -1.5807 -4.9572
C -2.2803 -1.1374 -4.0519
F -2.5833 0.3085 -3.9671
F -1.0998 -1.2002 -4.7673
C 1.9088 1.5512 -0.8084
C 1.3677 1.0314 -2.2139
C 2.1548 1.6431 -3.4425
C -0.0745 1.2161 -2.3333
H 3.0456 1.6823 -0.8370
H 1.5494 0.8743 -0.0516
H 1.4953 2.5780 -0.6641
H 1.6018 0.0014 -2.3070
H 2.1527 2.7070 -3.3741
H 1.7612 1.3899 -4.3877
H 3.1745 1.1877 -3.4009
H -0.4208 1.0360 -3.3562
H -0.2985 2.3156 -2.3463
S -2.5073 6.0415 0.1654
C -2.3203 4.5420 0.7994
S -3.0929 3.0953 0.2580
C -2.1421 2.1339 1.3351
N -1.4421 2.8392 2.1346
N -1.5358 4.2339 1.8609
C -0.5925 5.0972 2.6479
C -0.9993 5.6007 3.8314
C -0.1403 6.4661 4.5721
C 1.1600 6.6659 4.0896
C 1.5793 6.1249 2.9360
C 0.7121 5.2463 2.2321
S -2.3050 0.3995 1.4728
H -2.0020 5.4604 4.0752
H -0.4609 6.9632 5.4677
H 1.8177 7.1731 4.7860
H 2.6004 6.4142 2.5480
H 0.9594 4.7861 1.2734
*
```

ΔE to the lowest compared entry with this formula, charge and spin = 5.382 eV
<S²> = 2.01
LUMO (alpha / beta) = 2.25 / 2.25 eV
E_HOMO (alpha / beta) = -4.095 / -4.109 eV

***

Entry 8:
CH7N3O2 | ωB97M-V with the def2-TZVPD basis set

The geometry in ORCA input format:
```
! RIJCOSX wB97M-V def2-TZVPD def2/J DEFGRID3
* xyz 0 1
C 0.1296 -0.9658 0.2491
N -1.0053 -0.3911 0.9193
O -0.0607 -2.2897 -0.1703
O 1.2544 -0.6973 0.7427
H -0.9472 -2.4166 -0.5297
H -0.8391 -0.2705 1.9096
H -1.9096 -0.7982 0.7215
N 0.9395 1.0433 -1.2736
N 0.4952 2.0156 -0.5067
H -0.2144 2.6092 -0.9265
H 0.3324 1.7735 0.4798
H 1.6147 0.5139 -0.6550
H 0.2104 -0.1261 -0.9601
*
```

ΔE to the lowest compared entry with this formula, charge and spin = 2.805 eV
LUMO = -0.30 eV
E_HOMO = -8.901 eV

***

Entry 9:
C2H10NO3 | ωB97M-V with the def2-TZVPD basis set

The geometry in ORCA input format:
```
! RIJCOSX wB97M-V def2-TZVPD def2/J DEFGRID3
* xyz -1 1
C 0.8552 0.4700 2.1837
N 1.5499 1.0542 1.0239
C 1.0786 0.3546 -0.2398
O -0.2273 0.6203 -0.4791
H -0.2114 0.6671 2.2999
H 1.4241 0.6122 3.0909
H 0.9357 -0.6295 2.0384
H 1.0708 1.9298 0.8407
H 1.2640 -0.7334 -0.2104
H 1.7825 0.7593 -1.0105
H -1.3033 -1.3839 1.1523
H -1.0953 -0.9633 -0.3458
O -1.4023 -1.7010 0.2393
H -0.8531 0.0666 -1.9677
H -1.8493 -1.1201 -2.2406
O -1.3989 -0.3825 -2.6693
*
```

ΔE to the lowest compared entry with this formula, charge and spin = 0.475 eV
LUMO = 4.12 eV
E_HOMO = -3.840 eV

***

Entry 10:
C2H2BrN3O | ωB97M-V with the def2-TZVPD basis set

The geometry in ORCA input format:
```
! RIJCOSX wB97M-V def2-TZVPD def2/J DEFGRID3
* xyz 0 3
C 1.1186 -0.6111 0.0176
C 0.3978 0.7145 0.0016
N 0.1498 -1.6467 0.0230
N -1.0249 -1.2521 -0.0077
N -1.1709 0.0214 -0.0477
O 2.2971 -0.8095 0.0000
Br -2.7115 0.9941 0.0071
H 0.4264 1.3003 0.9112
H 0.5179 1.2892 -0.9051
*
```

ΔE to the lowest compared entry with this formula, charge and spin = 0.000 eV
<S²> = 2.02
LUMO (alpha / beta) = -1.03 / -3.29 eV
E_HOMO (alpha / beta) = -6.590 / -9.371 eV

***

Entry 11:
C30H40F6I2N2O7 | ωB97M-V with the def2-TZVPD basis set

The geometry in ORCA input format:
```
! RIJCOSX wB97M-V def2-TZVPD def2/J DEFGRID3
* xyz 0 1
C 1.6427 -2.5936 1.4966
C 1.1418 -2.1997 0.2134
C 1.4136 -2.9413 -1.1878
C 1.0456 -1.9160 -2.4007
N 0.8594 -1.2031 -3.3701
C 2.9260 -3.4024 -1.4527
I 3.4454 -5.4265 -2.1818
C 4.0638 -2.5175 -1.2655
C 3.9099 -0.9925 -0.7834
I 6.0997 -3.2481 -1.7061
C 0.3467 -4.1584 -1.2680
C 0.5134 -5.2556 -0.1202
N 0.7390 -5.9202 0.8745
C -1.1897 -3.6937 -1.2822
O -1.7110 -3.4245 -2.4166
C -2.1668 -3.5784 -0.0136
F -1.5108 -3.3626 1.2352
F -2.8289 -4.8692 0.1022
C -3.2784 -2.3850 -0.1538
F -3.5339 -1.9582 1.2109
F -2.7805 -1.2330 -0.8298
C -4.7060 -2.9096 -0.7103
F -5.4376 -3.6720 0.2757
F -4.6323 -3.5712 -1.9727
C -5.6104 -1.5663 -0.9388
O -6.1622 -1.0080 0.0679
O -5.7898 -0.9450 -2.1994
H 2.7306 -2.7816 1.7913
H 0.8382 -2.7356 2.3230
H 0.5536 -1.2003 0.1576
H 4.9352 -0.5095 -0.8325
H 3.0773 -0.4071 -1.3174
H 3.6209 -1.0489 0.3498
H 0.5320 -4.6867 -2.2882
H -6.3029 -0.1061 -2.0494
C -2.3119 1.9848 -5.0436
C -2.2639 0.5383 -4.6066
C -1.5035 0.6290 -3.2993
O -1.8063 1.9122 -2.7310
C -2.4690 2.7090 -3.7212
H -3.1167 2.2049 -5.7477
H -1.3614 2.2629 -5.5115
H -3.2801 0.1723 -4.4236
H -1.7877 -0.1248 -5.3313
H -0.4249 0.5826 -3.4640
H -1.7828 -0.1593 -2.5966
H -3.5238 2.7891 -3.4356
H -2.0353 3.7118 -3.7371
C -3.2620 -3.3297 5.9530
C -3.6223 -4.1104 4.7095
C -2.4335 -3.8374 3.8104
O -1.2984 -3.6505 4.6679
C -1.7595 -3.5176 6.0192
H -3.7744 -3.6752 6.8529
H -3.5003 -2.2704 5.8082
H -3.6754 -5.1788 4.9448
H -4.5724 -3.8118 4.2623
H -2.5735 -2.9175 3.2357
H -2.2374 -4.6563 3.1149
H -1.4978 -4.4371 6.5542
H -1.2519 -2.6782 6.5003
C 1.6119 2.8854 0.5706
C 1.5555 2.7712 2.0763
C 2.3868 1.5296 2.3302
O 3.3693 1.4664 1.2864
C 3.0219 2.4197 0.2712
H 1.4076 3.8907 0.1985
H 0.8876 2.1984 0.1188
H 2.0368 3.6429 2.5324
H 0.5418 2.6940 2.4739
H 1.7753 0.6223 2.2701
H 2.8850 1.5501 3.3026
H 3.7347 3.2485 0.3329
H 3.1107 1.9565 -0.7146
C 4.7537 6.9924 -0.6181
C 3.6787 7.9141 -1.1459
C 2.4362 7.0560 -1.0172
O 2.6462 6.1856 0.1037
C 4.0255 6.2612 0.4915
H 5.6474 7.5135 -0.2698
H 5.0522 6.2847 -1.3991
H 3.5939 8.7937 -0.4990
H 3.8557 8.2572 -2.1669
H 2.2912 6.4304 -1.9045
H 1.5322 7.6487 -0.8575
H 4.0781 6.8170 1.4340
H 4.4165 5.2550 0.6581
*
```

LUMO = -1.34 eV
E_HOMO = -9.175 eV

***

Number 1: maximum force 6.613 eV/A. Number 2: maximum force 4.890 eV/A. Number 3: maximum force 3.976 eV/A. Number 4: maximum force 0.898 eV/A. Number 5: maximum force 4.022 eV/A. Number 6: maximum force 0.840 eV/A. Number 7: maximum force 3.965 eV/A. Number 8: maximum force 3.307 eV/A. Number 9: maximum force 1.936 eV/A. Number 10: maximum force 8.501 eV/A. Number 11: maximum force 7.236 eV/A.